# 1
An isolated molecule of C3H6O2. Source: the Open Molecules 2025 dataset; level of theory: wB97M-V/def2-TZVPD.

Element x y z (Å)
C1 1.736 -0.591 -0.942
C2 0.818 0.340 -0.222
O1 -0.345 -0.216 -0.018
C3 -1.234 0.696 0.696
O2 -2.095 0.014 1.527
H1 2.525 -0.766 -0.202
H2 2.203 0.026 -1.714
H3 1.387 -1.552 -1.356
H4 -1.756 1.296 -0.063
H5 -0.556 1.307 1.285
H6 -2.684 -0.553 1.010

Results
Molar mass ... 74.1 g/mol
Strongest force on any atom ... 0.6 eV/Å
Orbital gap ... 0.34153 Eh
Multiplicity ... 1

natural (NBO) atomic charge list, values in e, 8 entries: -0.773, 0.241, -0.512, 0.227, -0.696, 0.251, 0.242, 0.206

=====

# 2
C3H6O2 as an isolated structure. Source: the Open Molecules 2025 dataset; level of theory: wB97M-V/def2-TZVPD.

Element x y z (Å)
O1 0.757 1.075 -1.193
C1 1.049 -0.052 -0.392
C2 0.002 -0.097 0.703
C3 -1.383 -0.330 0.175
O2 -2.357 -0.127 1.019
H1 1.274 1.015 -2.004
H2 2.055 0.021 0.050
H3 1.001 -0.984 -0.975
H4 -0.003 0.836 1.283
H5 0.209 -0.915 1.410
H6 -2.604 -0.443 -0.075

Results
Molar mass ... 74.1 g/mol
Strongest force on any atom ... 0.6 eV/Å
Orbital gap ... 0.34929 Eh
Multiplicity ... 1

natural (NBO) atomic charge list, values in e, 8 entries: -0.719, -0.055, -0.559, 0.193, -0.646, 0.473, 0.164, 0.167

=====

What did we get for E_LUMO? Answer: 0.819; 0.904 eV, in the order shown.
What did we get for HOMO? Answer: -8.5; -8.6 eV, in the order shown.